Computed, not measured: C24H26CdClF3N4O4 as an isolated structure, with ωB97M-V/def2-TZVPD.

Its LUMO energy is 4.37 eV. As for the charge: -2. As for the energy above the lowest of the compared OMol25 structures with the same formula, charge and spin: 149.06 kJ/mol. The calculation puts the HOMO energy at -0.5 eV. The value obtained for the orbital gap is 4.9 eV.

Positions of all 63 atoms, in Å:
Cd 0.32911 -0.00435 -0.61325
C 3.81509 -1.99414 0.39013
C 2.67491 -1.43835 1.23258
C 2.72806 -1.95943 2.66620
O 1.48036 -1.88645 0.59427
C 2.77876 0.11005 1.26489
O 3.76139 0.59964 1.82460
O 1.82781 0.77244 0.72537
H 3.89382 -3.07407 0.53569
H 4.75149 -1.51425 0.67387
H 3.60986 -1.81117 -0.66684
H 2.76773 -3.05088 2.65891
H 1.83694 -1.64712 3.21784
H 3.60390 -1.55808 3.17390
H 0.73408 -1.84532 1.21093
N -2.76104 0.88744 -2.03579
C -1.78836 1.02941 -2.97403
O -1.32927 2.11372 -3.32653
C -1.35764 -0.27100 -3.62895
C 0.14314 -0.39752 -3.82808
H -2.93109 1.76417 -1.56035
H -2.55379 0.08132 -1.36633
H -1.85305 -0.26971 -4.60499
H -1.73903 -1.12474 -3.06731
H 0.57849 0.58127 -4.03876
H 0.35932 -1.05414 -4.67795
Cl 0.52481 -4.95997 -3.16451
C 1.12090 -3.28652 -3.20377
C 2.31655 -3.03566 -3.90455
C 2.93252 -1.81707 -3.53635
C 2.28159 -0.87245 -2.80982
N 0.82611 -0.97291 -2.63620
C 0.45783 -2.37563 -2.45520
H 2.80364 -3.79205 -4.49932
H 3.98438 -1.65549 -3.76179
H 2.75695 0.02083 -2.42417
H -0.33955 -2.59469 -1.75995
N -1.58304 -0.82758 -0.19634
C -1.98878 -0.99897 1.04369
C -1.27097 -0.63096 2.25310
C -1.76462 -0.86051 3.52751
C -3.00648 -1.44965 3.74821
C -3.75682 -1.79177 2.60947
C -3.29375 -1.57545 1.33485
H -0.32202 -0.10826 2.14675
H -1.16235 -0.54987 4.37900
H -3.38004 -1.62825 4.74923
H -4.73786 -2.24531 2.73817
H -3.89677 -1.85934 0.47734
F -0.69223 6.61012 2.60805
C -1.47594 5.52714 2.77956
F -2.75216 5.94878 2.64271
F -1.33743 5.14705 4.06455
C -1.15002 4.41553 1.82242
C -0.06226 4.50100 0.97129
C 0.17592 3.43103 0.12070
N -0.59517 2.35189 0.08611
C -1.63086 2.27032 0.91608
C -1.94929 3.28610 1.80688
H 0.58565 5.36534 0.96686
H 1.02243 3.44085 -0.55434
H -2.20763 1.35494 0.86011
H -2.79420 3.17871 2.47368

natural (NBO) atomic charge list, values in e, 2 entries: 1.694 -0.623